ORCA calculation (wB97M-V/def2-TZVPD) on a structure of composition C33H38BrCl2N5O2SW.

For the molar mass, the calculation gives 903.42 g/mol. The value obtained for the gap between HOMO and LUMO (spin up / spin down) is 5.7 / 5.7 eV. The HOMO energy (spin up / spin down) is -13.108 / -13.108 eV. The calculation puts the energy above the lowest of the compared OMol25 structures with the same formula, charge and spin at 284.67 kJ/mol.

Structure (ORCA input):
```
! RIJCOSX wB97M-V def2-TZVPD def2/J DEFGRID3
* xyz 2 1
W -0.0404 -0.4315 0.7776
O -0.1080 -4.2501 4.6024
C -0.0790 -3.1009 5.3331
C -0.4346 -3.0641 6.6765
C -0.3886 -1.8646 7.3610
C 0.0146 -0.6912 6.7268
C 0.3746 -0.7364 5.3951
C 0.3335 -1.9374 4.6854
C 0.7153 -1.9847 3.2472
O -0.2178 -1.2675 2.4238
N 1.9590 -1.2872 2.9893
N 2.0931 -0.8432 1.6990
C 3.2800 -0.7187 1.2173
C 3.5598 -0.0843 -0.0425
Br 2.0440 0.7718 -0.7592
C 4.7621 -0.1029 -0.6360
C 5.2360 0.4865 -1.8848
C 4.7354 1.6788 -2.4142
C 5.2441 2.1747 -3.6022
C 6.2467 1.4846 -4.2732
C 6.7638 0.3109 -3.7442
C 6.2731 -0.1777 -2.5457
H -0.4048 -4.9831 5.1547
H -0.7451 -3.9711 7.1784
H -0.6655 -1.8454 8.4060
H 0.0509 0.2392 7.2724
H 0.6997 0.1612 4.8831
H 0.7133 -3.0241 2.8967
H 2.7907 -1.7253 3.3776
H 4.1340 -1.0817 1.7853
H 5.4990 -0.6906 -0.0954
H 4.0008 2.2617 -1.8758
H 4.8741 3.1112 -3.9946
H 6.6403 1.8777 -5.2004
H 7.5596 -0.2123 -4.2545
H 6.6876 -1.0820 -2.1216
Cl -2.2902 -0.4193 1.1386
C 0.3848 -2.5301 0.2917
Cl 1.7169 -2.7963 -0.8663
H -0.5307 -2.8921 -0.1727
H 0.6530 -3.1017 1.1666
C -0.2101 2.1095 -2.6769
C -1.1351 2.3990 -1.5326
C -2.2646 3.2147 -1.7862
C -3.0578 3.6428 -0.7591
C -2.6757 3.3540 0.5689
C -3.3290 3.8622 1.7231
C -2.8093 3.6277 2.9634
C -1.6152 2.8793 3.1188
C -0.9879 2.3551 2.0224
S 0.5690 1.5066 2.1823
C -1.5390 2.5538 0.7301
N -0.8594 1.9859 -0.3042
H -0.6562 2.4218 -3.6180
H 0.0618 1.0616 -2.7603
H 0.7052 2.6888 -2.5458
H -2.4752 3.5042 -2.8053
H -3.9382 4.2414 -0.9492
H -4.2254 4.4538 1.6008
H -3.2954 4.0255 3.8416
H -1.1936 2.7383 4.1048
C -3.5996 0.1774 -4.2571
C -3.2422 -1.2394 -3.8442
N -2.5661 -1.2903 -2.5310
C -3.4117 -1.7896 -1.4409
C -4.5770 -0.8735 -1.1188
C -1.2780 -1.0126 -2.4277
C -0.4812 -1.0092 -3.7164
N -0.5715 -0.7782 -1.3177
H -4.1617 0.1591 -5.1887
H -2.7105 0.7875 -4.4191
H -4.2099 0.6649 -3.4997
H -2.6281 -1.7314 -4.5956
H -4.1407 -1.8471 -3.7417
H -2.7758 -1.9605 -0.5792
H -3.7737 -2.7678 -1.7690
H -4.2344 0.1333 -0.8877
H -5.1192 -1.2557 -0.2558
H -5.2841 -0.8191 -1.9448
H -0.6260 -1.9508 -4.2451
H 0.5837 -0.9022 -3.5134
H -0.7879 -0.2020 -4.3783
H 0.3914 -0.7801 -1.6490
*
```

Atom charges from the Mulliken analysis, given in e for atoms 1 to 5: number 1, W, carries 0.626; number 2, O, carries -0.583; number 3, C, carries 0.919; number 4, C, carries -0.792; number 5, C, carries -0.522